Record 1
This record from the Open Molecules 2025 dataset describes the molecule C6H9N3 in a non-equilibrium geometry. The level of theory is ωB97M-V/def2-TZVPD.

For the highest occupied orbital energy, the calculation gives -9.02 eV. As for the energy relative to the best compared isomer or geometry (same formula, charge and spin): 1.224 eV. The max |F| is 2.8 eV/Å. As for the multiplicity: 1. The gap between HOMO and LUMO is 9.84 eV.

XYZ file:
```
18
C6H9N3 ωB97M-V/def2-TZVPD
H -3.06823 -1.18660 0.39318
N -2.72436 -0.17742 0.57826
C -1.60322 0.02710 0.03783
C -0.74393 -1.06577 -0.64944
C 0.73728 -0.89714 -0.50491
C 1.51493 -0.98002 0.82373
C 2.17055 0.32291 0.35363
N 1.11262 0.53494 -0.64425
C 0.17956 1.45987 -0.22730
N -1.05403 1.30103 0.11874
H -0.90458 -1.10374 -1.74958
H -1.09974 -2.02587 -0.28635
H 1.32356 -1.56142 -1.25749
H 0.89098 -0.95333 1.69196
H 2.11915 -1.89392 0.96856
H 3.17505 0.27039 -0.01659
H 2.15097 1.16868 1.09252
H 0.54224 2.47434 -0.20662
```

=====

Record 2
This record from the Open Molecules 2025 dataset describes a cluster of 8 separate species, C24H60BCl3F4N4O in total in a non-equilibrium geometry. The level of theory is ωB97M-V/def2-TZVPD.

For the highest occupied orbital energy, the calculation gives -6.86 eV. As for the energy relative to the best compared isomer or geometry (same formula, charge and spin): 2.787 eV. The max |F| is 4.4 eV/Å. As for the multiplicity: 1. The gap between HOMO and LUMO is 6.80 eV.

XYZ file:
```
97
C24H60BCl3F4N4O ωB97M-V/def2-TZVPD
N 0.37816 -0.00509 0.85765
H 0.93989 0.67741 0.36901
H 0.04803 -0.82276 0.36520
H -0.40945 0.40876 1.33567
H 1.07901 -0.35826 1.49339
C -3.01448 -6.37190 2.95220
C -2.52646 -4.90862 2.88799
N -1.10218 -4.62019 3.43857
C -1.05558 -5.07892 4.90848
C -0.06809 -5.45979 2.66098
C 1.41566 -5.09673 2.89287
C -0.94605 -3.09128 3.29125
C -1.36027 -2.18277 4.54324
O -2.67741 -2.39594 4.59319
C -3.28438 -1.88758 5.77822
H -3.32369 -6.64457 3.96124
H -2.36011 -7.15620 2.57173
H -3.93578 -6.52129 2.38918
H -3.29855 -4.24085 3.27018
H -2.40350 -4.60033 1.84975
H -0.08726 -4.88046 5.36790
H -1.22914 -6.15484 4.92758
H -1.87833 -4.58665 5.42699
H -0.27089 -5.42994 1.59044
H -0.20404 -6.47506 3.03362
H 1.62639 -4.09046 2.53079
H 2.05215 -5.78668 2.33883
H 1.87003 -5.04922 3.88251
H -1.24192 -2.67011 2.33043
H 0.08839 -2.85331 3.04345
H -1.11179 -1.18983 4.16851
H -0.84981 -2.49298 5.45499
H -2.79188 -2.31475 6.65176
H -4.34038 -2.15583 5.80999
H -3.09264 -0.81915 5.87718
C 4.66407 2.09941 0.03240
C 4.98822 2.62908 -1.37612
C 4.44585 4.03886 -1.65125
N 5.01460 4.85532 -2.85783
C 4.54063 4.29352 -4.21926
C 6.59084 4.91341 -2.74169
C 6.91893 6.25431 -3.50876
C 5.71919 7.14037 -3.38406
C 4.62516 6.30848 -2.75907
H 4.97423 2.91315 0.68793
H 5.14851 1.19843 0.40880
H 3.58417 1.99712 0.13938
H 4.58558 1.87898 -2.05681
H 6.06729 2.63865 -1.52980
H 4.57751 4.68294 -0.78181
H 3.37430 4.06386 -1.84937
H 3.45335 4.36042 -4.25713
H 4.72948 3.22016 -4.20094
H 5.18184 4.88322 -4.87439
H 6.93550 3.97171 -3.16888
H 6.88253 4.88077 -1.69194
H 7.05549 5.98693 -4.55659
H 7.86088 6.71565 -3.21211
H 5.37742 7.58616 -4.31818
H 6.12472 8.00102 -2.85215
H 3.71096 6.48497 -3.32580
H 4.45127 6.52289 -1.70461
C -4.87151 -0.21636 -5.59871
C -3.92987 0.16716 -4.50036
C -4.41855 -0.38073 -3.17276
N -3.69245 0.23722 -1.96683
C -2.18917 0.27772 -2.15465
C -4.02556 -0.66486 -0.78515
C -5.49309 -0.23488 -0.43370
C -5.37809 1.27651 -0.55687
C -4.29003 1.60483 -1.54226
H -4.44090 0.13783 -6.53532
H -5.80225 0.35043 -5.57502
H -4.99057 -1.29898 -5.64193
H -3.85516 1.24945 -4.60612
H -2.93224 -0.22241 -4.70306
H -4.32122 -1.46571 -3.21058
H -5.47325 -0.13252 -3.05398
H -1.81607 1.14884 -2.69322
H -1.85573 -0.62305 -2.66993
H -1.63401 0.31895 -1.21753
H -3.32382 -0.58654 0.04523
H -4.01499 -1.70786 -1.10161
H -5.71345 -0.51497 0.59639
H -6.24881 -0.68050 -1.08054
H -5.13554 1.82197 0.35514
H -6.29789 1.73250 -0.92312
H -3.51606 2.27991 -1.17707
H -4.83422 2.07692 -2.36024
Cl -0.74106 -2.77423 -0.70801
Cl -2.13884 1.39398 1.93534
Cl 1.23028 1.47644 -1.83295
B 2.82089 -0.61648 2.73104
F 3.61122 -0.93741 3.76596
F 1.56843 -0.42405 3.17430
F 3.18492 0.45125 2.03971
F 2.74250 -1.73400 1.92348
```

=====

Record 3
This record from the Open Molecules 2025 dataset describes a structure of composition C32H26BClLiN2O2PSe. The level of theory is ωB97M-V/def2-TZVPD.

For the highest occupied orbital energy, the calculation gives -6.83 eV. As for the energy relative to the best compared isomer or geometry (same formula, charge and spin): 0.534 eV. The max |F| is 0.7 eV/Å. As for the multiplicity: 1. The gap between HOMO and LUMO is 7.30 eV.

XYZ file:
```
67
C32H26BClLiN2O2PSe ωB97M-V/def2-TZVPD
Li -0.30545 0.25193 0.46282
Cl -1.82406 0.39091 2.33385
C -2.11869 -1.34333 2.57841
C -2.04599 -1.79402 3.88205
C -2.26627 -3.13798 4.13726
C -2.54573 -3.99947 3.08844
C -2.60635 -3.51598 1.79148
C -2.39607 -2.16758 1.49592
P -2.49164 -1.50192 -0.22737
C -0.75091 -1.74095 -0.77036
C 0.17020 -2.59341 -0.15630
C 1.43748 -2.75315 -0.69200
C 1.79343 -2.08114 -1.85403
C 0.89367 -1.22454 -2.46348
C -0.36798 -1.03935 -1.91516
C -3.35448 -2.88068 -1.05428
C -4.73572 -2.95841 -0.87788
C -5.46250 -3.97359 -1.47434
C -4.82147 -4.91030 -2.27572
C -3.45326 -4.82741 -2.47345
C -2.72006 -3.81860 -1.86218
H -1.82149 -1.09975 4.67881
H -2.21669 -3.50317 5.15386
H -2.71571 -5.05021 3.27857
H -2.82798 -4.19658 0.97984
H -0.10341 -3.12370 0.74768
H 2.15312 -3.39779 -0.19918
H 2.78801 -2.19547 -2.26344
H 1.18318 -0.66742 -3.34379
H -1.05450 -0.33101 -2.36639
H -5.24657 -2.22052 -0.26981
H -6.53258 -4.02695 -1.32430
H -5.39134 -5.69816 -2.75021
H -2.94815 -5.54918 -3.10178
H -1.64967 -3.76244 -2.01441
O 2.66624 0.31017 0.36716
B 1.59256 1.13484 -0.15039
O 2.15427 1.76507 -1.32325
C 3.42249 1.30954 -1.48961
C 4.31924 1.60042 -2.49464
C 5.56315 0.96993 -2.43379
C 5.87787 0.09508 -1.40079
C 4.96279 -0.18844 -0.38573
C 3.73413 0.43308 -0.45791
H 4.06574 2.28144 -3.29565
H 6.29462 1.16812 -3.20566
H 6.85219 -0.37544 -1.38183
H 5.19898 -0.86684 0.42283
C -1.76236 4.04089 2.13213
N -0.79214 4.10377 1.06437
C -0.90977 3.52596 -0.15650
Se -2.33409 2.53560 -0.78699
N 0.22265 3.79596 -0.83453
C 1.11440 4.48187 -0.03574
C 2.41345 4.91443 -0.24009
C 3.01968 5.58867 0.80822
C 2.35532 5.81687 2.01560
C 1.05916 5.37176 2.22474
C 0.45676 4.69575 1.17630
H -2.63248 3.50467 1.75949
H -2.05460 5.04800 2.43086
H -1.33610 3.51775 2.98950
H 0.44215 3.32152 -1.69385
H 2.93660 4.72277 -1.16553
H 4.03569 5.93940 0.69046
H 2.86815 6.34448 2.80827
H 0.54890 5.53424 3.16338
```

=====

Record 4
This record from the Open Molecules 2025 dataset describes a structure of composition C13H21BN6OOs in a non-equilibrium geometry. The level of theory is ωB97M-V/def2-TZVPD.

For the highest occupied orbital energy (spin up / spin down), the calculation gives -15.74 / -16.16 eV. As for the energy relative to the best compared isomer or geometry (same formula, charge and spin): 0.311 eV. The max |F| is 2.7 eV/Å. The expectation value of S² is 6.02. As for the multiplicity: 5. Its charge is +2. The gap between HOMO and LUMO (spin up / spin down) is 7.73 / 6.29 eV.

XYZ file:
```
43
C13H21BN6OOs ωB97M-V/def2-TZVPD
H 0.79184 3.26743 0.35492
N 0.45938 1.83978 -1.16686
B 0.33349 0.48136 -3.31090
N 0.59857 1.80924 -2.57192
C 1.00836 3.02232 -2.93223
Os 0.09456 0.24479 -0.18362
H 1.16227 3.22261 -3.96133
C 1.16526 3.83862 -1.82189
H 1.47705 4.86711 -1.77178
C 0.83002 3.08226 -0.71621
H 0.39871 0.57522 -4.49863
C -1.45968 -2.05663 1.58530
H -1.39206 -2.55286 2.56254
H -0.51364 -1.98290 0.96985
H -2.20122 -2.68132 1.09642
N -1.13967 0.07968 -2.91006
N 1.22182 -0.65140 -2.75902
N -1.45085 -0.08793 -1.56390
N 1.27550 -0.85843 -1.37168
C -2.24342 -0.18858 -3.63524
C 2.05186 -1.52288 -3.32668
H -2.23058 -0.10064 -4.71713
H 2.21284 -1.52908 -4.36029
C -3.27662 -0.53304 -2.78149
C 2.66223 -2.30877 -2.35223
C -2.75706 -0.48044 -1.49192
C 2.15813 -1.87909 -1.13656
H -4.30083 -0.79266 -3.03606
H 3.38713 -3.07664 -2.45588
H -3.18602 -0.72002 -0.53103
H 2.31109 -2.21177 -0.12569
H -2.01895 -1.17176 1.71527
C 0.09458 0.65622 3.26562
C 1.35884 0.81870 2.47884
C 2.60022 0.39700 3.28015
O 1.34075 0.08039 1.25621
H -0.06528 -0.36220 3.61673
H -0.81472 0.97158 2.74826
H 0.17557 1.24795 4.16308
H 1.44679 1.87540 2.18007
H 2.54410 -0.69407 3.47282
H 3.49995 0.63882 2.69687
H 2.62328 0.93969 4.23589
```